[1]
5 unconnected molecules or ions with the total composition C27H40FN6O3 in a non-equilibrium geometry, computed with ωB97M-V/def2-TZVPD.

```
77
Properties=species:S:1:pos:R:3:forces:R:3
C 7.13791 0.95652 1.17101 0.471 0.055 -0.224
C 6.71353 1.59747 -0.29701 0.017 0.501 0.135
C 5.87807 0.54712 -1.25828 0.397 0.581 -0.274
C 4.55256 1.28534 -1.96198 1.651 -0.819 0.216
N 3.35547 0.42148 -1.64250 -1.213 1.886 -1.269
C 2.17923 1.26110 -1.09951 -1.413 -2.391 -0.326
C 0.89265 0.19004 -1.11643 1.302 -1.939 1.562
C 1.48681 -1.29345 -0.32538 0.039 -2.182 -2.474
C 1.82905 -2.59012 -1.42796 -3.255 1.334 3.750
O 0.53725 -2.53203 -0.41166 3.620 3.034 -1.334
N 1.80967 2.34897 -2.05840 0.306 1.240 1.492
C 2.00312 3.74970 -1.55653 0.154 2.279 -1.210
C 0.68947 4.36110 -0.71977 -0.333 -1.642 -0.155
F 1.09852 5.27935 0.38493 -0.978 -1.854 -2.676
C 2.38775 1.68481 0.46348 0.324 2.819 7.414
O 3.59216 2.00509 1.01508 -5.049 -1.946 -4.196
O 1.24297 1.81224 1.42689 4.636 -1.200 -6.064
H 6.57682 -0.08831 1.30215 1.271 2.450 -0.055
H 6.89730 1.70225 2.06652 0.234 -1.761 -2.039
H 8.31263 0.78987 1.21314 -2.431 0.110 -0.112
H 7.66194 1.94924 -0.92594 -1.814 -0.779 1.550
H 6.09270 2.59267 -0.07594 1.078 -2.429 -0.596
H 6.64206 0.17702 -2.09573 -1.677 0.760 1.600
H 5.51675 -0.42512 -0.70463 0.582 2.161 -0.869
H 4.42780 2.37128 -1.54412 0.350 -2.161 -0.893
H 4.76640 1.25894 -3.12065 -0.583 0.428 2.129
H 2.99041 0.11224 -2.59360 0.461 0.222 1.643
H -0.01556 0.55509 -0.47759 1.929 -0.503 -1.281
H 0.59025 -0.12352 -2.20218 0.599 0.688 1.968
H 2.24436 -1.15753 0.66546 -2.484 -0.525 -2.871
H 1.45928 -2.48050 -2.55031 1.045 -0.398 2.613
H 2.32786 -3.53798 -0.95773 -0.388 2.109 -1.668
H 2.14452 2.19579 -3.03472 -0.158 0.190 1.516
H 3.02590 3.95473 -0.99955 -2.281 -0.582 -0.648
H 2.05420 4.44137 -2.53038 0.020 -1.504 1.966
H -0.06939 4.87418 -1.48188 1.901 -0.461 1.824
H 0.09053 3.42103 -0.29475 1.619 2.200 -0.304
N 4.32924 -0.49691 -5.98269 -0.017 -0.005 -0.062
C 3.11109 -0.93808 -5.53546 -0.056 -0.021 0.094
C 2.15774 -0.02473 -5.92678 -0.010 -0.342 0.215
C 2.82363 1.00036 -6.64023 0.347 0.169 -0.156
C 4.16305 0.68190 -6.66203 0.004 0.074 -0.016
H 5.21246 -0.96791 -5.83534 -0.359 0.198 -0.020
H 3.02736 -1.86086 -4.97718 -0.015 0.169 -0.067
H 1.09710 -0.09035 -5.72168 0.179 -0.005 -0.013
H 2.37437 1.87622 -7.09025 0.094 -0.143 0.079
H 5.01002 1.19251 -7.10052 -0.170 -0.055 0.089
N -1.37076 -5.25222 2.16838 -0.058 -0.016 -0.026
C -2.58891 -5.69340 2.61560 -0.139 -0.130 0.135
C -3.54226 -4.78005 2.22429 0.013 -0.375 0.186
C -2.87637 -3.75496 1.51084 0.340 0.095 -0.169
C -1.53695 -4.07343 1.48903 0.044 0.161 -0.038
H -0.48754 -5.72323 2.31572 -0.369 0.242 -0.082
H -2.67264 -6.61618 3.17388 -0.028 0.155 -0.073
H -4.60290 -4.84567 2.42938 0.163 -0.009 -0.012
H -3.32563 -2.87910 1.06081 0.126 -0.112 0.113
H -0.68998 -3.56281 1.05055 -0.155 -0.014 0.005
N -3.85066 1.15162 1.64110 -0.001 -0.070 0.007
C -2.77054 0.58474 2.26603 0.133 -0.015 0.065
C -3.24035 -0.33102 3.18083 0.339 0.180 -0.140
C -4.65340 -0.32029 3.10059 -0.326 0.115 -0.118
C -5.00301 0.60208 2.13989 -0.173 0.038 0.009
H -3.80462 1.86337 0.92351 0.041 -0.305 0.295
H -1.76287 0.88185 2.00810 -0.034 -0.039 0.072
H -2.63113 -0.94176 3.83441 -0.083 0.097 -0.171
H -5.34180 -0.92121 3.68065 0.101 0.057 -0.108
H -5.97061 0.91452 1.77044 0.123 -0.075 0.055
N -8.81620 0.87455 5.26288 -0.007 -0.053 -0.006
C -10.00905 0.22366 5.44171 -0.130 -0.023 0.009
C -10.07030 -0.80981 4.53375 -0.234 0.162 0.313
C -8.86951 -0.78493 3.78494 0.349 0.175 -0.068
C -8.11232 0.26326 4.25811 0.048 0.022 -0.103
H -8.50379 1.67939 5.79039 -0.093 -0.347 -0.221
H -10.71098 0.55168 6.19664 0.095 -0.082 -0.141
H -10.89064 -1.50711 4.42352 0.128 0.121 0.040
H -8.58722 -1.45944 2.98692 -0.008 0.127 0.141
H -7.13606 0.62631 3.96572 -0.150 -0.088 0.047
```
Forces are in eV/Å.

Output
Net charge: -1
Energy, Eh: -1706.587059



[2]
A molecular structure, C27H41AuN4O2Si4, computed with ωB97M-V/def2-TZVPD.

```
79
Properties=species:S:1:pos:R:3:forces:R:3
Au 0.22140 0.73712 1.21985 0.224 0.450 0.265
N -1.10479 2.23169 0.29866 0.052 -0.279 -0.169
C -0.81272 2.47613 -1.12445 -0.002 -0.022 -0.085
C -0.80152 1.21578 -1.98099 0.057 0.080 -0.080
O -0.62572 1.27968 -3.17590 -0.003 0.032 0.275
O -1.01036 0.11121 -1.29874 -0.196 -0.098 -0.023
H -2.05144 1.88359 0.40704 -0.021 0.013 -0.011
H -1.04236 3.09773 0.81925 0.007 0.026 0.004
H 0.17192 2.93401 -1.20688 0.004 -0.005 0.006
H -1.53300 3.15454 -1.59264 0.012 -0.005 0.035
N 7.15476 -4.94725 6.51000 -0.015 0.010 -0.010
C 6.38990 -4.31062 5.93505 0.084 -0.067 0.060
C 5.43479 -3.51509 5.21624 -0.050 0.038 -0.036
C 4.73577 -4.07147 4.14602 0.021 0.056 0.042
C 3.82346 -3.29769 3.45232 -0.025 -0.026 0.026
C 3.58783 -1.97742 3.82667 0.029 -0.003 0.013
C 4.28625 -1.43251 4.90051 0.014 0.005 -0.014
C 5.21268 -2.19167 5.59243 -0.011 -0.054 -0.035
C 2.59274 -1.15528 3.07996 0.068 -0.124 0.095
C 2.89837 -0.95004 1.72876 -0.021 0.077 -0.297
C 4.12166 -1.29662 1.09421 0.194 -0.068 -0.060
C 4.01874 -0.92453 -0.22878 0.017 -0.050 0.061
C 2.73301 -0.36597 -0.37008 -0.086 0.002 0.138
N 2.06591 -0.37521 0.78033 -0.170 0.092 0.032
C 1.49725 -0.73222 3.82669 -0.244 0.140 0.058
C 1.18012 -1.16091 5.15141 -0.024 -0.104 0.173
C -0.00278 -0.56040 5.50152 0.079 -0.047 0.007
C -0.37686 0.22687 4.38603 0.129 0.056 -0.123
N 0.49950 0.13904 3.39902 -0.069 -0.206 -0.186
H 4.91290 -5.09989 3.86327 0.009 -0.008 0.013
H 3.27897 -3.71706 2.61574 0.005 0.018 0.012
H 4.10239 -0.40508 5.18704 -0.006 -0.013 -0.013
H 5.76200 -1.76758 6.42152 0.014 -0.012 0.002
H 4.97722 -1.74637 1.57458 -0.043 0.029 -0.036
H 4.75651 -1.03749 -1.00633 0.010 0.006 0.009
H 2.27813 0.01919 -1.27158 -0.028 0.019 -0.001
H 1.75384 -1.85540 5.74571 -0.026 0.042 -0.022
H -0.54395 -0.65599 6.42870 0.002 -0.013 0.000
H -1.25049 0.85625 4.29691 -0.007 0.016 -0.027
C -1.84291 -0.52286 -5.39727 0.022 -0.059 -0.007
Si -0.98400 -1.69005 -4.20377 0.087 -0.043 -0.010
C 0.88135 -1.56121 -4.39295 -0.063 0.011 -0.052
C -1.52932 -3.44509 -4.63891 0.027 0.028 0.004
Si -1.55003 -1.43017 -1.94031 -0.036 -0.013 0.005
Si -3.84143 -1.09461 -1.54357 0.051 0.101 -0.015
C -4.26805 0.54613 -2.38346 -0.041 -0.065 0.053
C -4.97286 -2.44453 -2.19716 0.045 0.017 -0.009
C -4.09387 -0.89421 0.31717 -0.052 -0.061 -0.061
Si -0.69599 -3.15581 -0.57511 -0.039 0.018 0.034
C -1.83907 -4.61327 -0.94484 0.045 0.023 -0.007
C 1.06332 -3.66272 -0.99467 -0.107 -0.053 0.026
C -0.83480 -2.78490 1.26097 0.025 -0.055 -0.080
H -1.62371 -0.86720 -6.41195 -0.019 0.041 -0.037
H -1.48810 0.50188 -5.28839 -0.012 -0.085 0.011
H -2.92836 -0.52887 -5.27839 -0.002 -0.039 0.010
H 1.17078 -1.81730 -5.41609 0.014 -0.001 0.012
H 1.41085 -2.23271 -3.71378 -0.033 -0.002 -0.007
H 1.21420 -0.54185 -4.19476 -0.007 0.025 0.007
H -1.31659 -3.64135 -5.69319 -0.008 -0.004 -0.005
H -2.60231 -3.58650 -4.48775 0.001 0.000 0.005
H -1.00622 -4.20323 -4.05226 0.017 0.030 0.003
H -3.87710 0.60719 -3.40032 -0.007 -0.028 0.003
H -3.87130 1.40115 -1.82904 0.030 -0.019 0.019
H -5.35355 0.66846 -2.43089 0.004 0.027 0.012
H -4.81575 -2.62619 -3.26227 0.009 0.027 -0.007
H -6.01824 -2.15697 -2.06069 -0.004 0.004 0.012
H -4.81553 -3.38895 -1.67359 0.013 0.002 0.000
H -3.27264 -0.34615 0.78800 -0.004 0.018 -0.046
H -4.14928 -1.86859 0.80878 0.012 0.011 -0.009
H -5.02732 -0.36523 0.52717 0.004 0.000 0.010
H -1.85094 -4.88608 -2.00195 0.000 0.016 0.016
H -2.86814 -4.40885 -0.64102 0.012 0.026 0.015
H -1.49870 -5.48630 -0.38116 -0.002 -0.007 -0.003
H 1.14553 -4.00446 -2.02917 0.001 0.010 0.012
H 1.33576 -4.50121 -0.34608 0.033 -0.004 -0.024
H 1.78999 -2.86604 -0.83276 -0.018 0.055 0.017
H -1.84703 -2.49661 1.55014 0.000 -0.001 -0.015
H -0.15241 -1.99831 1.58507 0.030 0.026 -0.019
H -0.57724 -3.69664 1.80988 -0.010 0.021 0.023
```
Forces are in eV/Å.

Output
Net charge: 0
Relative energy (zero: lowest compared OMol25 entry of this formula, charge and spin), kJ/mol: 0.0
Energy, Eh: -2716.728616